Entry 1:
The following is a DFT calculation (wB97M-V/def2-TZVPD) of a cluster of 2 separate species, C2H5IN3S in total in a non-equilibrium geometry.

- orbital gap (eV) = 10.04
- molecular weight (g/mol) = 230.05
- electronic energy (eV) = -25553.857
- HOMO energy (eV) = -13.570
- E_LUMO (eV) = -3.534

The geometry in ORCA input format:
```
! wB97M-V def2-TZVPD RIJCOSX def2/J DEFGRID3
* xyz 1 1
C -1.658 -2.771 -0.635
C 0.242 0.193 0.374
N -1.693 -1.696 -0.221
N 0.884 0.185 -0.729
N -0.743 1.051 0.508
S 0.694 -0.739 1.721
I -1.348 -4.680 -1.245
H 2.010 -1.158 1.470
H 0.761 0.759 -1.546
H 1.838 -0.249 -0.672
H -1.212 1.676 -0.099
H -1.181 1.144 1.410
*
```

Entry 2:
The following is a DFT calculation (wB97M-V/def2-TZVPD) of an isolated molecule of H2N2O3S in a non-equilibrium geometry.

- orbital gap (eV) = 9.99
- molecular weight (g/mol) = 110.09
- electronic energy (eV) = -19985.415
- HOMO energy (eV) = -10.073
- E_LUMO (eV) = -0.082
- energy above the lowest of the compared OMol25 structures with the same formula, charge and spin (eV) = 2.475

The geometry in ORCA input format:
```
! wB97M-V def2-TZVPD RIJCOSX def2/J DEFGRID3
* xyz 0 1
N -1.181 0.139 -0.454
N 1.327 0.444 0.099
O 2.317 0.581 -0.560
O 0.923 0.983 1.094
O 0.123 -1.655 0.973
S 0.063 -0.854 -0.467
H -1.619 0.551 0.443
H -1.953 -0.190 -1.128
*
```

Entry 3:
The following is a DFT calculation (wB97M-V/def2-TZVPD) of a structure of composition C25H23ClN2PPmS in a non-equilibrium geometry.

- orbital gap (alpha / beta) (eV) = 7.27 / 7.33
- molecular weight (g/mol) = 594.97
- electronic energy (eV) = -78465.267
- HOMO energy (alpha / beta) (eV) = -14.079 / -14.061
- E_LUMO (alpha / beta) (eV) = -6.811 / -6.727

The geometry in ORCA input format:
```
! wB97M-V def2-TZVPD RIJCOSX def2/J DEFGRID3
* xyz 2 5
Pm 0.724 -1.350 1.615
Cl 2.078 -2.864 -0.001
P -0.996 -0.675 -0.522
C -1.025 1.142 -0.633
C -1.990 1.883 0.046
C -1.876 3.271 0.106
C -0.824 3.936 -0.517
C 0.137 3.178 -1.205
C 0.081 1.786 -1.221
C -1.269 -1.200 -2.263
C -1.026 -2.571 -2.512
C -1.133 -3.056 -3.826
C -1.402 -2.164 -4.891
C -1.669 -0.798 -4.632
C -1.601 -0.311 -3.306
C -2.342 -1.300 0.447
C -2.138 -2.268 1.452
C -3.284 -2.660 2.140
C -4.567 -2.275 1.781
C -4.702 -1.410 0.695
C -3.610 -0.919 0.007
H -0.669 -3.206 -1.697
H -0.999 -4.137 -4.005
H -1.481 -2.562 -5.934
H -1.953 -0.119 -5.454
H -1.710 0.761 -3.109
H -2.762 1.359 0.607
H -2.656 3.836 0.615
H -0.779 5.032 -0.507
H 0.943 3.681 -1.736
H 0.865 1.163 -1.669
H -1.172 -2.839 1.573
H -3.153 -3.317 2.982
H -5.442 -2.692 2.289
H -5.692 -1.141 0.381
H -3.727 -0.249 -0.852
H -0.596 0.676 1.527
H -1.205 0.328 1.960
N 0.973 0.272 3.559
C 2.027 0.903 2.756
N 2.381 0.351 1.570
C 3.753 0.601 1.346
C 4.488 0.252 0.216
C 5.868 0.553 0.173
C 6.497 1.294 1.214
C 5.699 1.712 2.303
C 4.386 1.283 2.405
S 3.211 1.626 3.715
H 1.240 0.332 4.568
H 0.062 0.859 3.530
H 3.945 -0.227 -0.599
H 6.484 0.249 -0.689
H 7.546 1.594 1.143
H 6.064 2.401 3.060
*
```

Entry 4:
The following is a DFT calculation (wB97M-V/def2-TZVPD) of an isolated molecule of C5H11NS in a non-equilibrium geometry.

- orbital gap (eV) = 9.82
- molecular weight (g/mol) = 117.22
- electronic energy (eV) = -17687.587
- HOMO energy (eV) = -8.848
- E_LUMO (eV) = 0.969
- energy above the lowest of the compared OMol25 structures with the same formula, charge and spin (eV) = 0.876

The geometry in ORCA input format:
```
! wB97M-V def2-TZVPD RIJCOSX def2/J DEFGRID3
* xyz 0 1
C -1.028 1.853 -0.015
C -0.354 0.727 0.813
C 0.338 -0.293 -0.086
C 1.196 -1.323 0.654
S 0.254 -2.466 1.749
C 0.675 0.006 -1.480
N -0.431 -0.931 -1.159
H -0.289 2.596 -0.294
H -1.685 2.437 0.659
H -1.563 1.491 -0.917
H 0.349 1.177 1.499
H -1.065 0.096 1.398
H 1.954 -0.982 1.348
H 1.730 -1.934 -0.052
H -0.777 -2.569 0.892
H 0.405 1.009 -1.832
H 1.605 -0.419 -1.922
H -1.316 -0.476 -1.255
*
```

- The highest molecular weight belongs to which entry?
  C25H23ClN2PPmS

- Which of these has the lowest electronic energy?
  C25H23ClN2PPmS